one:
This record from the Open Molecules 2025 dataset describes 3 unconnected molecules or ions with the total composition C4H15N2O2. The level of theory is ωB97M-V/def2-TZVPD.

```
23
Properties=species:S:1:pos:R:3:lowdin_charge:R:1
C -2.0956 0.9795 -1.2922 -0.137
C -0.8267 1.8595 -1.1536 -0.144
C 0.3366 1.0250 -0.7675 -0.061
C 0.6767 -0.2483 -1.0324 -0.068
N 1.6860 -0.9604 -0.2537 0.186
N -2.4981 0.5127 0.0373 0.339
H -1.8739 0.1217 -1.8973 0.133
H -2.9022 1.6207 -1.6928 0.173
H -1.0635 2.7420 -0.5460 0.140
H -0.6603 2.2965 -2.1662 0.161
H 1.1261 1.4820 -0.1581 0.135
H 0.1608 -0.7837 -1.8255 0.139
H 1.2019 -1.6507 0.3816 0.119
H 2.2385 -1.6018 -0.8344 0.188
H 2.3037 -0.3415 0.2875 0.137
H -2.0899 1.0461 0.8129 0.162
H -3.5065 0.4513 0.2276 0.174
H -1.0140 -2.7123 0.9813 0.079
H -0.4886 -1.7052 2.0267 0.072
O -0.2188 -2.2599 1.2858 -0.025
H 3.9153 -0.8204 2.3549 0.078
H 2.6391 -0.2582 2.9753 0.057
O 2.9534 -0.7946 2.2490 -0.037
```

charge	+2
<S²>	0.75
spin multiplicity	2
orbital gap (alpha / beta)	11.368 / 5.930	eV
HOMO level (alpha / beta)	-18.2 / -18.2	eV


two:
This record from the Open Molecules 2025 dataset describes 3 unconnected molecules or ions with the total composition C4H15N2O2. The level of theory is ωB97M-V/def2-TZVPD.

```
23
Properties=species:S:1:pos:R:3:lowdin_charge:R:1
C 1.9098 1.6802 2.1464 -0.082
C 1.1247 0.3566 2.2145 -0.126
C 0.5532 -0.0782 0.9055 -0.205
C 0.3214 0.8917 -0.1069 0.128
N -0.0298 0.5657 -1.4996 0.253
N 0.1538 -1.3028 0.7435 0.300
H 1.2707 2.5560 2.2862 0.095
H 2.4726 1.9853 1.2565 0.090
H 2.6795 1.7212 2.9023 0.095
H 0.3712 0.5477 2.9809 0.155
H 1.8295 -0.3800 2.6005 0.143
H 0.4542 1.9455 0.0877 0.153
H -0.8791 1.1198 -1.7231 0.167
H 0.7319 0.7917 -2.1496 0.202
H -0.1349 -0.4591 -1.6091 0.114
H -0.2035 -1.6707 -0.1378 0.113
H 0.3405 -2.0223 1.4411 0.183
H -3.7027 0.6284 -1.7112 0.077
H -3.3800 0.7849 -0.1985 0.061
O -3.0001 0.8605 -1.0825 -0.050
H 0.7456 -2.7379 -2.3982 0.082
H -0.6551 -3.2504 -2.2209 0.088
O -0.1544 -2.4244 -2.2340 -0.036
```

charge	+2
<S²>	0.76
spin multiplicity	2
orbital gap (alpha / beta)	11.176 / 7.542	eV
HOMO level (alpha / beta)	-18.9 / -18.9	eV


Quick look at relative energies in hartree: one 0.0412; two 0.0000.


one:
This record from the Open Molecules 2025 dataset describes 2 unconnected molecules or ions with the total composition C5H13OP. The level of theory is ωB97M-V/def2-TZVPD.

```
20
Properties=species:S:1:pos:R:3:lowdin_charge:R:1
C 2.1839 0.8305 0.0425 -0.119
C -0.8180 -1.4751 -0.2935 -0.370
C -2.5421 -0.6074 2.0295 -0.353
C 1.7068 0.8064 -1.4358 -0.218
C 0.5094 1.7014 -1.8051 -0.303
O 0.3518 2.1751 -2.8852 0.039
P -0.9656 -0.2366 1.0405 0.804
H 2.4338 1.8286 0.2882 0.055
H 1.3705 0.4204 0.7498 -0.002
H 3.0316 0.1308 0.1969 0.078
H -1.1784 -2.4304 -0.0757 0.013
H 0.2943 -1.5157 -0.2786 0.023
H -1.2037 -1.0503 -1.1861 0.011
H -3.4206 -0.7339 1.4390 0.007
H -2.7418 0.1721 2.7658 0.015
H -2.4568 -1.5214 2.6222 0.021
H 1.3041 -0.1006 -1.9484 0.109
H 2.6394 0.9180 -2.0080 0.109
H -0.3214 1.8927 -1.0345 0.111
H -0.1771 -1.2047 1.7765 -0.031
```

charge	0
SMILES	CCC=O.CPC
orbital gap	9.926	eV
HOMO level	-9.1	eV


two:
This record from the Open Molecules 2025 dataset describes 2 unconnected molecules or ions with the total composition C5H13OP. The level of theory is ωB97M-V/def2-TZVPD.

```
20
Properties=species:S:1:pos:R:3:lowdin_charge:R:1
C -1.5429 1.1890 -0.4322 -0.140
C 0.0816 0.5723 1.3283 -0.150
C 1.8962 1.0811 -1.6239 -0.313
C -0.5519 -4.1761 2.2141 -0.128
C -0.5921 0.1070 0.0005 -0.623
O -0.9288 -3.2144 2.8606 -0.015
P 0.7731 -0.4739 -1.2585 0.867
H -1.7974 1.0857 -1.4314 0.034
H -2.3708 1.0205 0.2814 0.089
H -1.0727 2.1802 -0.2211 0.088
H 0.7368 -0.1653 1.8237 0.075
H -0.6074 0.5012 2.1142 0.041
H 0.4094 1.6072 1.3206 0.071
H 2.5105 0.8868 -2.4933 0.014
H 2.4233 1.4018 -0.7901 -0.014
H 1.2770 1.8696 -1.9929 0.004
H -0.0510 -4.1366 1.2542 0.067
H -0.7903 -5.2295 2.4156 0.074
H -1.1058 -0.8638 0.1830 0.083
H 0.0744 -0.2193 -2.3739 -0.125
```

charge	0
SMILES	CPC(C)C.C=O
orbital gap	9.373	eV
HOMO level	-8.7	eV


Quick look at relative energies in hartree: one 0.0000; two 0.0139.


one:
This record from the Open Molecules 2025 dataset describes CH5NOP2 in the gas phase. The level of theory is ωB97M-V/def2-TZVPD.

```
10
Properties=species:S:1:pos:R:3:lowdin_charge:R:1
C -0.9349 -0.2696 0.9806 -0.581
N 0.1938 0.5304 -1.7377 -0.275
O -0.0658 0.7821 0.8438 -0.395
P 0.9635 0.7044 -0.4232 0.542
P -0.7006 -1.9286 0.4884 0.790
H -1.8198 0.1486 1.4229 0.049
H 0.6373 0.8956 -2.6840 0.050
H 1.7318 1.8233 -0.1033 -0.005
H 1.8682 -0.3057 0.2327 0.019
H -1.8735 -2.3806 0.9798 -0.196
```

charge	0
SMILES	[H]/P=C/O[PH2]=N
orbital gap	9.133	eV
HOMO level	-8.8	eV


two:
This record from the Open Molecules 2025 dataset describes CH5NOP2 in the gas phase. The level of theory is ωB97M-V/def2-TZVPD.

```
10
Properties=species:S:1:pos:R:3:lowdin_charge:R:1
C 1.8321 -1.4659 0.4733 -0.320
N -0.1844 -0.0537 -0.0872 -0.386
O -0.9235 1.0561 -0.7275 -0.748
P 1.3863 0.2222 -0.2035 0.885
P -2.1683 1.7568 0.1925 0.761
H 0.7699 -1.7442 0.4697 0.003
H 2.3347 -2.0287 -0.3271 0.033
H 2.3185 -1.3527 1.3483 -0.031
H -3.1336 0.8266 -0.2455 -0.128
H -2.2317 2.7836 -0.8928 -0.068
```

charge	0
SMILES	C/P=N/OP
orbital gap	8.867	eV
HOMO level	-9.2	eV


Quick look at relative energies in hartree: one 0.0000; two 0.0336.


one:
This record from the Open Molecules 2025 dataset describes a gas-phase ion, C3H4NS (charge +1). The level of theory is ωB97M-V/def2-TZVPD.

```
9
Properties=species:S:1:pos:R:3:lowdin_charge:R:1
C 1.2098 0.6963 0.4277 0.168
C -0.1291 -0.5374 2.2959 -0.210
C -0.7488 -0.3918 -0.4747 -0.331
N 0.4484 0.3873 -0.5160 -0.096
S -1.2424 -0.9891 1.2605 0.957
H 2.1064 1.2873 0.4077 0.094
H -1.6034 0.1823 -0.8445 0.111
H -0.6398 -1.3104 -1.0592 0.110
H 0.5988 0.6755 -1.4975 0.196
```

charge	+1
orbital gap (alpha / beta)	8.271 / 8.267	eV
HOMO level (alpha / beta)	-14.6 / -14.6	eV


two:
This record from the Open Molecules 2025 dataset describes a gas-phase ion, C3H4NS (charge +1). The level of theory is ωB97M-V/def2-TZVPD.

```
9
Properties=species:S:1:pos:R:3:lowdin_charge:R:1
C -0.7616 1.0901 -0.0414 -0.104
C -2.0228 0.8149 -0.0378 -0.304
C 0.1684 -0.8592 -0.0234 -0.291
N 0.6389 0.6154 0.0373 0.061
S -1.7551 -0.8722 -0.0025 0.955
H 0.5810 -1.3559 -0.9644 0.127
H 0.7745 -1.2681 0.9298 0.159
H 1.1444 0.8387 -0.7779 0.150
H 1.2323 0.9962 0.8803 0.247
```

charge	+1
SMILES	C1#S2=C1[NH2+]C2
orbital gap	7.645	eV
HOMO level	-13.9	eV


three:
This record from the Open Molecules 2025 dataset describes a gas-phase ion, C3H4NS (charge +1). The level of theory is ωB97M-V/def2-TZVPD.

```
9
Properties=species:S:1:pos:R:3:lowdin_charge:R:1
C 0.2931 -2.0290 0.5814 0.277
C 0.6709 -2.2251 -2.0463 -0.332
C 0.4273 0.1074 -0.7243 -0.370
N -0.1411 -0.7452 0.4183 -0.133
S 0.5190 -0.7239 -2.3738 0.919
H -0.2905 0.9678 -0.8558 0.111
H 1.3645 0.6642 -0.5826 0.107
H -1.2702 -0.7882 0.3532 0.264
H -0.1288 -0.1328 1.2023 0.158
```

charge	+1
orbital gap (alpha / beta)	7.461 / 7.293	eV
HOMO level (alpha / beta)	-13.7 / -14.2	eV


Quick look at relative energies in hartree: one 0.0000; two 0.0193; three 0.1590.


one:
This record from the Open Molecules 2025 dataset describes F2O2S in the gas phase. The level of theory is ωB97M-V/def2-TZVPD.

```
5
Properties=species:S:1:pos:R:3:lowdin_charge:R:1
O -0.4674 0.9228 -0.3196 -0.334
O 1.0121 -0.4270 1.1805 -0.392
F 0.3001 1.4232 -1.4465 -0.058
F -0.5783 -1.6180 -0.2431 -0.284
S -0.4200 -0.3837 0.7855 1.069
```

charge	0
orbital gap	10.031	eV
HOMO level	-12.1	eV


two:
This record from the Open Molecules 2025 dataset describes F2O2S in the gas phase. The level of theory is ωB97M-V/def2-TZVPD.

```
5
Properties=species:S:1:pos:R:3:lowdin_charge:R:1
O -0.7587 0.3356 -0.2407 -0.440
O -2.0108 0.0104 0.1243 -0.235
F 1.5082 -1.1765 -0.1248 -0.295
F 1.4356 0.9864 -0.1381 -0.235
S 0.5317 -0.0740 0.5833 1.205
```

charge	0
orbital gap (alpha / beta)	7.761 / 7.765	eV
HOMO level (alpha / beta)	-9.4 / -9.4	eV


Quick look at relative energies in hartree: one 0.0000; two 0.0487.


one:
This record from the Open Molecules 2025 dataset describes a molecular structure, C32H58Ge3N4O2S3Si3Y. The level of theory is ωB97M-V/def2-TZVPD.

```
106
Properties=species:S:1:pos:R:3:lowdin_charge:R:1
Y 0.7470 0.3702 0.2521 0.830
S 4.9848 -1.6082 1.7857 0.578
C 3.4267 -1.2351 1.5032 -1.730
S 2.8212 0.3962 2.1611 0.487
S 2.2831 -2.0725 0.6096 0.493
C 2.4822 -2.6799 4.7247 -0.170
C 2.3306 -1.2049 5.0639 -0.353
Ge 1.2494 -0.1004 3.7607 0.740
C 1.0867 1.7113 4.6526 -0.350
C -0.0577 2.5866 4.1710 -0.186
C -0.5137 -1.0220 3.7732 -0.229
C -1.4107 -1.6050 2.9769 -0.323
Ge -1.2449 -1.4042 0.9532 0.894
C -0.8926 -3.3291 0.3176 -0.397
C -2.0364 -4.3226 0.1928 -0.173
C -3.0727 -0.6749 0.3108 -0.369
C -3.7940 0.1672 1.3529 -0.170
C -2.5042 -2.4032 3.5733 -0.230
C -2.5370 -2.7550 4.9279 -0.033
C -3.5692 -3.5106 5.4492 -0.082
C -4.5973 -3.9563 4.6372 -0.089
C -4.5723 -3.6407 3.2907 -0.071
C -3.5448 -2.8734 2.7742 -0.087
H 3.0624 -3.1819 5.4966 0.069
H 3.0038 -2.8116 3.7803 0.032
H 1.5092 -3.1653 4.6488 0.063
H 3.3118 -0.7344 5.1240 0.061
H 1.8627 -1.1055 6.0442 0.060
H 2.0394 2.2245 4.5032 0.055
H 0.9823 1.5225 5.7229 0.062
H 0.0576 2.8101 3.1138 0.030
H -0.0814 3.5281 4.7193 0.069
H -1.0117 2.0785 4.3038 0.067
H -0.6470 -1.1016 4.8514 0.044
H -0.1645 -3.7157 1.0324 0.037
H -0.3722 -3.2520 -0.6408 0.014
H -2.4533 -4.5583 1.1670 0.049
H -1.6711 -5.2500 -0.2484 0.070
H -2.8312 -3.9399 -0.4445 0.058
H -3.7219 -1.4826 -0.0319 0.052
H -2.8616 -0.0609 -0.5684 0.015
H -4.1045 -0.4406 2.1985 0.054
H -4.6884 0.6260 0.9297 0.069
H -3.1431 0.9539 1.7273 0.046
H -1.7471 -2.4550 5.5993 0.099
H -3.5676 -3.7570 6.5008 0.102
H -5.4014 -4.5491 5.0446 0.100
H -5.3507 -3.9934 2.6298 0.106
H -3.5383 -2.6368 1.7247 0.061
N 1.9312 2.4818 0.2443 0.079
C 2.2300 3.5956 0.3824 -0.155
C 2.3916 4.9613 0.4688 -0.239
C 1.2020 5.5552 0.1664 -0.109
N 0.1142 5.8832 -0.0981 0.206
C 3.6008 5.5899 0.7779 -0.216
N 4.6015 6.0955 1.0224 0.156
N -1.8708 4.5540 -0.7339 0.086
C -2.0902 3.7328 0.4603 -0.066
C -1.1742 2.4868 0.3227 -0.673
O -0.8043 2.2058 -0.8352 -0.136
O -0.8550 1.8483 1.3388 -0.125
H -0.9619 5.3380 -0.4864 0.027
H -2.7013 5.0346 -1.0699 0.147
H -1.4972 3.8954 -1.4434 0.107
H -3.1189 3.3709 0.5203 0.132
H -1.8450 4.2807 1.3730 0.132
C 3.7181 2.2335 -2.4499 -0.220
Si 1.9753 2.1164 -3.2391 0.392
C 1.0060 3.7270 -2.8550 -0.211
C 2.2099 2.1760 -5.1443 -0.201
Ge 0.9631 0.0344 -2.4625 0.585
Si -1.1845 -0.2125 -3.5863 0.384
C -2.4201 1.2359 -3.3124 -0.214
C -0.9897 -0.3282 -5.4915 -0.208
C -2.0466 -1.8186 -2.9857 -0.211
Si 2.4892 -1.7322 -3.2367 0.380
C 1.8103 -3.4628 -2.7931 -0.219
C 2.6808 -1.6636 -5.1428 -0.203
C 4.2225 -1.4768 -2.4704 -0.218
H 4.0553 3.2598 -2.3408 0.028
H 4.4523 1.7149 -3.0571 0.018
H 3.7329 1.7802 -1.4608 -0.003
H 1.5612 4.6110 -3.1529 0.039
H 0.8186 3.7985 -1.7925 -0.038
H 0.0516 3.7447 -3.3718 0.018
H 2.8158 3.0320 -5.4258 0.032
H 1.2603 2.2612 -5.6622 0.013
H 2.7075 1.2863 -5.5113 -0.003
H -2.0055 2.1689 -3.6818 0.011
H -2.6418 1.3698 -2.2593 -0.013
H -3.3575 1.0574 -3.8307 0.029
H -0.4442 0.5227 -5.8855 0.008
H -1.9555 -0.3595 -5.9850 0.028
H -0.4502 -1.2247 -5.7735 0.005
H -1.9549 -1.9226 -1.9070 -0.026
H -1.5986 -2.6969 -3.4402 0.020
H -3.1037 -1.8292 -3.2321 0.033
H 0.7768 -3.5834 -3.1056 0.009
H 1.8600 -3.6252 -1.7208 -0.023
H 2.3917 -4.2453 -3.2715 0.029
H 1.7161 -1.6415 -5.6357 0.000
H 3.2218 -2.5316 -5.5048 0.030
H 3.2315 -0.7839 -5.4569 0.004
H 4.1510 -1.0492 -1.4723 -0.017
H 4.8357 -0.8119 -3.0716 0.018
H 4.7499 -2.4231 -2.3775 0.034
```

charge	0
<S²>	0.76
spin multiplicity	2
orbital gap (alpha / beta)	7.510 / 4.344	eV
HOMO level (alpha / beta)	-7.9 / -7.4	eV


two:
This record from the Open Molecules 2025 dataset describes a molecular structure, C32H58Ge3N4O2S3Si3Y. The level of theory is ωB97M-V/def2-TZVPD.

```
106
Properties=species:S:1:pos:R:3:lowdin_charge:R:1
Y 0.8892 0.3333 0.9160 0.989
S -1.5038 4.3108 -0.2748 0.591
C -0.4543 3.0956 -0.0170 -1.684
S 0.8283 3.0646 1.1102 0.473
S -0.7452 1.5262 -0.9413 0.343
C 2.1439 -1.5764 4.8896 -0.198
C 1.8169 -0.0909 4.7700 -0.385
Ge 0.0736 0.2357 3.8469 0.803
C -0.5542 2.0543 4.3111 -0.400
C -1.8825 2.4121 3.6530 -0.188
C -1.2534 -0.9695 4.6194 -0.250
C -2.1449 -1.4824 3.7578 -0.383
Ge -1.7480 -1.0396 1.8715 0.873
C -3.3647 -0.2455 1.0339 -0.373
C -4.4776 -1.2431 0.7115 -0.169
C -1.2845 -2.7495 0.9423 -0.379
C -0.3676 -3.6249 1.7918 -0.182
C -3.3328 -2.2463 4.2043 -0.247
C -3.7400 -3.4042 3.5420 -0.059
C -4.8392 -4.1271 3.9788 -0.083
C -5.5664 -3.6939 5.0788 -0.095
C -5.1839 -2.5338 5.7378 -0.083
C -4.0778 -1.8184 5.3052 -0.040
H 3.0928 -1.7507 5.4064 0.065
H 2.2031 -2.0444 3.9012 0.027
H 1.3678 -2.1120 5.4391 0.062
H 2.6112 0.4421 4.2435 0.045
H 1.7402 0.3607 5.7642 0.061
H 0.2187 2.7750 4.0388 0.031
H -0.6472 2.0749 5.4023 0.061
H -1.7933 2.4332 2.5639 0.031
H -2.2350 3.3975 3.9639 0.072
H -2.6588 1.6853 3.9074 0.057
H -1.3593 -1.1509 5.6911 0.069
H -3.0562 0.2820 0.1300 -0.003
H -3.7270 0.5218 1.7232 0.056
H -4.1365 -2.0188 0.0217 0.059
H -5.3261 -0.7427 0.2380 0.068
H -4.8492 -1.7393 1.6084 0.053
H -0.8175 -2.5186 -0.0184 0.030
H -2.2111 -3.2823 0.7111 0.047
H 0.5022 -3.0645 2.1495 0.035
H -0.0055 -4.4979 1.2415 0.071
H -0.8809 -3.9822 2.6879 0.062
H -3.1850 -3.7447 2.6747 0.090
H -5.1329 -5.0285 3.4557 0.102
H -6.4308 -4.2520 5.4145 0.099
H -5.7536 -2.1802 6.5879 0.101
H -3.7911 -0.9036 5.8091 0.110
N 2.8301 1.1231 -0.5284 0.110
C 3.9750 1.1042 -0.3572 -0.190
C 5.3393 0.9696 -0.0784 -0.240
C 6.1976 2.0782 0.1274 -0.227
N 6.8936 2.9815 0.2861 0.142
C 5.7373 -0.3361 0.1866 -0.151
N 6.0479 -1.4429 0.3657 0.153
N 4.5809 -2.8213 1.8833 0.154
C 3.4396 -3.0423 0.9643 -0.048
C 2.6216 -1.7648 0.8881 -0.678
O 2.8789 -0.8497 1.7118 -0.099
O 1.6976 -1.6932 0.0421 -0.109
H 4.9760 -3.6885 2.2349 0.164
H 4.2605 -2.2359 2.6605 0.143
H 5.3239 -2.3013 1.3268 0.013
H 2.7934 -3.8411 1.3273 0.134
H 3.8152 -3.3067 -0.0226 0.142
C 3.2883 3.3374 -3.2202 -0.211
Si 1.4710 3.6103 -3.5724 0.346
C 0.8754 5.1498 -2.7075 -0.221
C 1.1982 3.7896 -5.4236 -0.216
Ge 0.2382 1.6084 -3.0674 0.528
Si -1.9041 1.5930 -4.1837 0.332
C -2.6432 3.2838 -3.8776 -0.219
C -1.7584 1.2857 -6.0324 -0.219
C -3.0110 0.2631 -3.4576 -0.213
Si 1.4349 -0.3825 -3.6882 0.341
C 0.3149 -1.8620 -3.4147 -0.204
C 1.6975 -0.0821 -5.5278 -0.215
C 3.1227 -0.7800 -2.9805 -0.212
H 3.8780 4.1705 -3.6115 0.039
H 3.6592 2.4175 -3.6772 0.017
H 3.4609 3.2758 -2.1457 0.013
H 1.3613 6.0179 -3.1626 0.039
H 1.1252 5.1367 -1.6455 0.017
H -0.2042 5.2754 -2.7936 0.007
H 1.8133 4.6083 -5.8070 0.037
H 0.1551 4.0257 -5.6448 0.019
H 1.4636 2.8854 -5.9750 0.014
H -2.0794 4.0594 -4.4021 0.022
H -2.6338 3.5254 -2.8129 -0.018
H -3.6779 3.3261 -4.2286 0.035
H -1.0513 1.9680 -6.5078 0.016
H -2.7335 1.4346 -6.5041 0.035
H -1.4430 0.2631 -6.2477 0.020
H -3.0378 0.3053 -2.3678 -0.003
H -2.6914 -0.7370 -3.7554 0.016
H -4.0332 0.4066 -3.8189 0.037
H -0.6362 -1.7484 -3.9371 0.013
H 0.1036 -1.9955 -2.3508 0.011
H 0.7922 -2.7775 -3.7748 0.037
H 0.7962 0.2481 -6.0430 0.001
H 2.0370 -1.0061 -6.0041 0.038
H 2.4729 0.6715 -5.6857 0.027
H 3.0481 -1.1200 -1.9493 -0.009
H 3.8129 0.0625 -3.0227 0.018
H 3.5389 -1.5927 -3.5844 0.041
```

charge	0
<S²>	0.75
spin multiplicity	2
orbital gap (alpha / beta)	5.900 / 7.118	eV
HOMO level (alpha / beta)	-6.3 / -7.9	eV


Quick look at relative energies in hartree: one 0.0788; two 0.0000.